A structure of composition C29H29ClN4O13P2SSn. Source: the Open Molecules 2025 dataset; level of theory: the ωB97M-V functional and the def2-TZVPD basis.

Geometry (Å):
C 0.83341 1.45184 3.18321
C -4.03275 1.33443 -3.56615
H 1.95378 1.50063 5.62725
H 1.29530 -0.28932 -6.32119
P 1.12423 -0.45675 -4.16448
O 1.88417 -1.86466 -4.33957
C 2.67228 -1.78587 3.69905
C 1.96567 -1.85301 4.99557
O 0.08435 -1.21515 -2.72279
O 1.74284 0.52348 -3.19785
C -1.06611 -1.02035 -3.46333
N 1.89379 -3.57877 0.65472
H 3.53489 -4.24641 1.78450
O -0.41673 -0.53267 -4.68144
C -1.72388 5.02272 0.91493
H -2.61452 2.45624 -0.68384
C -2.09028 4.36799 2.05355
H 3.23408 -2.61730 3.30098
O 0.16737 -0.64272 4.02578
C -0.81519 -4.60144 2.72575
C 1.60877 -5.12903 2.35882
H 3.62836 -0.28173 -3.16212
Cl 2.82529 -0.73710 7.45155
C 1.35129 0.20970 3.83743
C 2.62663 -4.63374 1.32197
H 2.21952 2.97803 -1.85349
H -2.20301 -2.71896 -2.83545
H 1.84613 -4.77469 3.36839
S -0.56105 -2.53347 0.34174
O 3.74127 -3.53632 -3.91432
H 0.98789 2.38248 3.74803
H -3.24048 -0.25527 -4.72239
O 2.71290 -0.26464 1.84038
C -1.84369 0.83912 -1.83259
H 2.25868 -3.08017 -0.15964
H -0.55328 -4.44326 3.77513
H -1.49795 -3.81287 2.41865
C -0.25343 5.13228 -1.08242
H -0.95734 -3.06036 -4.05455
Sn 1.04095 -0.30995 -0.86679
C -0.66581 4.51468 0.12145
C -3.84546 2.11327 -2.42580
O -4.78320 3.10317 -2.21344
O 4.11397 -1.07693 -3.44203
C -4.50802 4.01161 -1.17471
C 1.90381 0.50377 5.20952
C -0.38898 2.67307 1.70941
H 2.90717 -5.41737 0.61248
H -0.77277 6.02090 -1.42489
H -1.74693 2.65031 3.33162
H -4.86668 1.53199 -4.22646
H -2.48418 -2.27470 -4.53451
C -3.11726 0.33048 -3.81818
O 0.49539 -1.79897 4.82237
O -0.89165 0.68242 -0.95865
H -3.52538 4.47484 -1.29936
C -1.73193 -2.35671 -3.74963
N 0.21796 1.46908 2.08369
C 1.40625 3.43092 -1.29779
C -2.03029 0.05247 -2.99386
C 0.01655 3.34272 0.51425
H -5.28247 4.77715 -1.22031
O 1.63359 0.22357 -5.58021
N 1.05662 2.83473 -0.19196
H 1.09939 5.01971 -2.73441
O 2.50525 -2.35036 -1.95840
C -2.78198 1.87728 -1.58255
H -1.31094 -5.57217 2.62283
H -2.90584 4.74297 2.66071
H 2.12111 -2.77416 5.55530
C 2.37231 -0.65016 2.97089
N 0.36350 -4.53593 1.90339
P 3.10807 -2.33561 -3.34029
C 0.77149 4.59192 -1.79648
C -1.42264 3.19028 2.45108
C 2.23341 -0.61737 5.82103
H -2.23588 5.92375 0.59589
C 0.60522 -3.55982 0.98009
H -4.53449 3.52995 -0.19207
H 1.53759 -6.21968 2.38701

Cartesian forces (eV/Å) of the 6 atoms listed first:
-0.035 -0.012 -0.009
0.012 -0.020 0.021
-0.003 -0.001 0.003
0.017 -0.011 0.006
0.130 -0.278 -0.231
-0.175 0.327 -0.235

Calculated values
* HOMO energy: -2.1 eV
* net charge: -2
* max |F|: 0.6 eV/Å
* LUMO: 3.99 eV
* gap between HOMO and LUMO: 6.05 eV

---

A structure of composition C21H52O13P3Ti at a distorted geometry. Source: the Open Molecules 2025 dataset; level of theory: the ωB97M-V functional and the def2-TZVPD basis.

Geometry (Å):
H 17.96009 -3.15575 -21.34088
H 19.99551 -9.22067 -20.55892
H 19.32207 -12.78587 -14.84048
H 14.30396 -12.15972 -16.31132
H 17.57074 -5.05388 -18.91009
C 20.15044 -6.12034 -16.20316
C 15.96054 -8.89505 -22.12697
C 16.19941 -9.55071 -23.46149
H 14.97364 -8.43425 -22.16921
H 19.17740 -8.69722 -18.98071
H 15.46675 -7.04592 -15.59639
H 21.49731 -9.91100 -15.60346
C 15.37954 -6.47518 -14.67187
C 21.14587 -7.69027 -19.47851
C 17.29938 -3.36794 -20.50032
H 21.78364 -8.26813 -18.80960
H 16.25159 -3.42972 -20.79427
H 20.76428 -11.81311 -14.49790
C 20.25940 -7.73836 -12.50601
H 21.08638 -6.67369 -16.28002
O 14.43759 -9.37519 -17.20333
C 19.73366 -11.77662 -14.85087
C 13.14092 -12.02786 -20.67690
H 9.21795 -7.72787 -17.78211
O 17.09284 -5.78175 -20.69038
C 10.08439 -7.78117 -18.44130
C 13.90227 -11.19646 -19.65663
O 16.60523 -8.00225 -19.44238
C 10.77992 -9.13609 -18.18505
C 20.38850 -4.62367 -16.42919
H 21.26073 -7.45789 -12.83277
H 14.84467 -7.13751 -13.99119
H 19.26752 -11.12528 -14.11156
H 11.40854 -12.87793 -15.88079
H 11.01379 -9.68574 -19.09681
O 19.53054 -8.38024 -13.46612
H 19.76492 -6.78662 -12.31166
Ti 16.85803 -9.64114 -16.98935
C 20.69293 -9.92077 -16.33897
O 18.70193 -11.05236 -16.96680
H 15.44042 -10.30021 -23.68574
H 17.56033 -2.52809 -19.85638
H 21.10265 -9.97965 -17.34731
H 10.74971 -6.97717 -18.12661
H 20.18313 -8.96859 -16.19216
H 14.36532 -10.35856 -20.17779
O 19.00472 -7.47790 -20.56157
O 12.92392 -10.87319 -18.59113
H 20.12285 -9.61875 -11.38678
H 14.68382 -11.80680 -19.20412
H 20.46611 -11.98831 -16.78461
H 18.80141 -4.87760 -19.92175
H 17.00850 -5.10028 -14.59545
H 16.28781 -8.79876 -24.24563
O 17.52550 -6.83059 -13.41924
O 17.91555 -8.45409 -15.42682
H 17.20710 -9.96027 -23.39147
H 12.42228 -12.69735 -20.20421
H 19.91144 -8.00351 -10.54806
H 21.12174 -4.43845 -17.21414
C 17.71724 -4.76922 -19.95202
P 18.50988 -7.56704 -14.47262
H 10.06649 -9.73955 -17.62383
H 16.34642 -5.29244 -13.01299
H 15.85783 -9.67060 -21.36797
H 13.75872 -12.62390 -21.34857
O 17.10787 -8.07008 -22.00315
O 12.59798 -10.80833 -16.08851
H 12.71692 -13.93745 -15.47502
H 12.48754 -13.67502 -17.06120
O 11.93921 -8.79930 -17.57052
C 19.90382 -11.20249 -16.28021
H 19.55425 -6.39425 -17.07358
P 17.37439 -7.40632 -20.51664
C 13.38008 -11.96214 -15.76770
C 16.61569 -5.85083 -13.90954
H 14.69824 -5.65076 -14.88225
H 21.46614 -8.52377 -10.91148
C 20.44905 -8.58242 -11.29902
H 21.69773 -7.43926 -20.38435
C 12.44395 -13.11009 -16.13005
H 20.88863 -6.76627 -18.96069
H 12.51307 -11.43989 -21.34638
O 19.39270 -6.27933 -14.95209
H 19.54903 -4.10611 -16.89342
P 13.08894 -9.89387 -17.34582
H 13.53366 -12.08950 -14.69612
H 20.80664 -4.04903 -15.60272
H 9.85282 -7.50285 -19.46942
C 19.81775 -8.43623 -19.82329

Cartesian forces (eV/Å) of the 6 atoms listed first:
-0.372 -0.281 -0.526
-0.007 -0.468 0.581
-0.187 0.150 -0.083
0.274 1.060 0.047
-1.005 1.037 0.491
-0.536 1.319 -0.512

Calculated values
* spin multiplicity: 5
* HOMO energy (alpha / beta): 0.8 / -4.8 eV
* <S²>: 6.003
* net charge: -1
* max |F|: 4.8 eV/Å
* LUMO (alpha / beta): 2.18 / 2.09 eV
* gap between HOMO and LUMO (alpha / beta): 1.38 / 6.92 eV